# C20H47FN4O6P

A cluster of 3 separate species, C20H47FN4O6P in total at a distorted geometry (wB97M-V/def2-TZVPD, the OMol25 dataset).

Summary:
E_LUMO in eV: -2.90
Net charge: +1
HOMO energy in eV: -11.0
E in eV: -51741.325
Gap between HOMO and LUMO in eV: 8.05

Each line ends with the Löwdin charge.
Geometry (Å):
C -2.73793 0.16693 -5.84502  -0.0219
C -1.60616 0.16808 -4.81030  -0.4007
O -1.52600 1.36989 -4.05603  -0.0202
C -1.88120 -0.90279 -3.76662  -0.1092
O -0.76178 -0.96068 -2.85061  -0.0638
N -1.02765 -1.87038 -1.81016  -0.0297
C -0.95152 -1.19219 -0.47418  -0.0607
C -1.67412 -2.11553 0.52434  -0.5304
C -3.21111 -1.92114 0.58258  -0.1586
C -3.80531 -0.51298 0.46245  -0.1600
C -3.50087 0.45490 1.59420  -0.1693
F -2.31785 1.14918 1.28516  -0.0830
P -0.92976 -1.88092 2.22700  0.7927
N -1.39142 -2.81773 3.37089  -0.2563
N -1.42319 -3.53587 0.19714  -0.0193
C -0.17322 -3.76723 -0.50640  -0.1400
C -0.16190 -3.12944 -1.91123  -0.1823
C 1.23357 -2.82303 -2.46106  -0.0974
C 1.94783 -1.76258 -1.65341  -0.2423
N 2.71335 -1.95415 -0.66636  0.1409
H -2.48754 -0.44703 -6.71326  0.0904
H -2.90869 1.18928 -6.19374  0.0917
H -3.68293 -0.19293 -5.42214  0.0883
H -0.65194 -0.05542 -5.30888  0.1538
H -1.34215 2.11250 -4.64204  0.1108
H -2.78125 -0.62322 -3.20039  0.1441
H -2.01182 -1.88541 -4.24261  0.1477
H -1.99897 -2.17859 -1.91540  0.1698
H -1.39729 -0.20324 -0.57388  0.1069
H 0.10872 -1.04745 -0.24438  0.1065
H -3.66076 -2.54306 -0.21275  0.1157
H -3.54869 -2.37624 1.52431  0.1198
H -4.89369 -0.62374 0.38336  0.1263
H -3.49387 -0.02262 -0.47127  0.1106
H -4.29212 1.19700 1.72609  0.1262
H -3.34430 -0.05762 2.55212  0.1179
H -1.09809 -0.51385 2.45630  0.0046
H 0.44613 -1.90457 1.90404  0.0177
H -1.98789 -3.58734 3.09584  -0.0260
H -2.21260 -3.94689 -0.28803  0.1137
H 0.01681 -4.84052 -0.60202  0.1443
H 0.64202 -3.34476 0.09622  0.1039
H -0.70515 -3.76786 -2.61902  0.1603
H 1.80256 -3.76018 -2.40219  0.1375
H 1.16541 -2.54129 -3.51656  0.1230
H 1.73933 -0.72562 -1.93383  0.1010
H 2.88136 -2.94447 -0.48000  0.0690
C 3.48676 2.73599 4.82189  -0.0930
O 3.68440 2.44831 3.44822  -0.2081
C 3.88736 1.07756 3.16960  -0.1873
C 2.63207 0.41369 2.64626  -0.2223
O 1.57870 0.38325 3.59065  -0.1812
C 0.65903 1.45072 3.45466  -0.1042
H 3.10497 3.75307 4.88539  0.0920
H 2.76698 2.05136 5.27686  0.0874
H 4.43056 2.67835 5.37279  0.0927
H 4.24743 0.54825 4.05808  0.1318
H 4.66163 1.00743 2.39895  0.1307
H 2.86601 -0.62211 2.37800  0.1280
H 2.29978 0.93222 1.74194  0.0434
H 0.02315 1.30470 2.57365  0.0505
H 1.14237 2.42509 3.35903  0.0837
H 0.03504 1.45317 4.34743  0.0996
C -0.27507 2.05099 -0.84087  -0.0936
O 0.49418 1.43996 0.18566  -0.2091
C 1.88163 1.38173 -0.13688  -0.2171
C 2.68440 2.54578 0.40549  -0.1897
O 2.28233 3.78165 -0.15073  -0.1727
C 1.45173 4.55044 0.70244  -0.0911
H -1.25446 2.29189 -0.42654  0.0875
H 0.19626 2.96864 -1.19470  0.0943
H -0.40459 1.37409 -1.69174  0.0623
H 1.99954 1.34359 -1.22739  0.1285
H 2.27394 0.44932 0.27525  0.0852
H 3.73453 2.38534 0.14409  0.1468
H 2.61292 2.57722 1.49892  0.0913
H 2.03359 5.00303 1.51082  0.0955
H 0.65136 3.94531 1.13716  0.0825
H 1.01511 5.34277 0.09734  0.0919

---

# C20H47NOP3Pm

A structure of composition C20H47NOP3Pm at a distorted geometry (wB97M-V/def2-TZVPD, the OMol25 dataset).

Summary:
Multiplicity: 5
Energy relative to the best compared isomer or geometry (same formula, charge and spin) in eV: 0.0000
E_LUMO (alpha / beta) in eV: -6.69 / -6.53
Net charge: +2
HOMO energy (alpha / beta) in eV: -14.3 / -14.4
E in eV: -69446.493
Gap between HOMO and LUMO (alpha / beta) in eV: 7.63 / 7.83

Each line ends with the Löwdin charge.
Geometry (Å):
Pm -0.03713 -0.92510 0.37738  0.9767
P 1.97732 0.70598 1.57029  0.9549
P -2.05714 -0.34671 -1.54389  0.9563
N -0.97095 1.12663 0.89016  -0.3057
C 0.98928 2.08236 2.27555  -0.2896
H 1.15403 2.11551 3.35635  0.0942
H 1.33929 3.03693 1.86140  0.0895
C -0.55402 1.98135 2.05040  -0.2219
H -1.01726 1.52206 2.91783  0.1098
H -0.95555 3.02106 1.98550  0.1350
C -2.40121 1.49310 0.62297  -0.2237
H -2.59197 2.58703 0.72752  0.1345
H -2.96744 1.00591 1.40899  0.1088
C -2.95199 1.04947 -0.76772  -0.2948
H -2.93351 1.91425 -1.44197  0.0891
H -3.99971 0.76864 -0.62699  0.0945
C -3.21044 -1.83332 -1.38569  -0.5575
C -2.41349 -3.12819 -1.63442  -0.1145
H -3.01626 -3.97277 -1.24649  0.0998
H -1.43682 -3.19062 -1.16866  0.0306
H -2.28685 -3.28926 -2.71672  0.0807
C -1.96983 0.14650 -3.35969  -0.5149
C -1.32715 -1.00030 -4.22570  -0.0822
H -1.15768 -0.57101 -5.22341  0.0928
H -2.02088 -1.85417 -4.29824  0.0696
H -0.36280 -1.30569 -3.78599  0.0594
C 3.47684 1.57190 0.84494  -0.5186
C 4.50708 0.53369 0.27771  -0.0842
H 5.26332 1.11029 -0.27248  0.0933
H 4.00232 -0.15933 -0.41597  0.0610
H 4.98817 -0.01610 1.10098  0.0699
C 2.52008 -0.32645 3.02862  -0.5645
C 2.99207 -1.70518 2.54352  -0.1152
H 3.04071 -2.38656 3.41355  0.1006
H 4.01098 -1.63893 2.13529  0.0809
H 2.37629 -2.19283 1.80124  0.0299
C 1.44815 -1.40176 -1.41851  -0.2163
C -3.27731 0.66636 -3.97610  -0.1037
H -4.03258 -0.14183 -4.10096  0.0685
H -3.72164 1.49417 -3.38243  0.0771
H -3.03729 1.06159 -4.99026  0.1023
C 4.15090 2.60987 1.74910  -0.1047
H 4.91986 3.14418 1.14601  0.1024
H 3.43502 3.36868 2.13089  0.0775
H 4.67353 2.14212 2.61144  0.0687
C 3.49756 0.31711 3.97699  -0.1055
H 3.56244 -0.28973 4.89759  0.1003
H 4.52886 0.34275 3.55553  0.0897
H 3.21790 1.33162 4.28285  0.0827
C -4.49137 -1.76814 -2.17498  -0.1076
H -4.31427 -1.97154 -3.26408  0.0924
H -5.16277 -2.57354 -1.81613  0.1011
H -5.03278 -0.81678 -2.06872  0.0836
H -3.46825 -1.78300 -0.30274  0.0847
H 1.56313 -0.46356 3.57463  0.0862
H -1.25113 0.99585 -3.32923  0.1124
H 3.03635 2.12127 -0.02036  0.1152
O 2.15345 -1.73817 -2.23355  0.1501
H -0.40576 1.36640 0.08506  -0.0070
H 0.61190 0.47336 -0.93198  -0.0551
C -0.71737 -4.12405 2.27413  -0.2630
P -1.25356 -2.40129 2.44025  0.6722
C -3.06768 -2.55478 2.49303  -0.2571
C -0.85075 -2.02676 4.17592  -0.2577
H -1.01926 -4.52616 1.29011  0.0526
H -1.16221 -4.72010 3.06069  0.0624
H 0.38242 -4.19041 2.33684  0.0525
H -3.42266 -3.08618 1.60254  0.0424
H -3.34363 -3.09884 3.40022  0.0630
H -3.52635 -1.54871 2.51251  0.0531
H -1.46225 -2.66354 4.82092  0.0633
H 0.21580 -2.20750 4.35773  0.0434
H -1.07163 -0.96504 4.38954  0.0534

---

- Which value of net charge does entry 1 give?
  +1

---

- Which formula does entry 1 have?
  C20H47FN4O6P